{"formula": "C9H8AuBrN2O3", "method": "ωB97M-V/def2-TZVPD", "charge": 0, "fmax_ha_per_bohr": 0.058, "e_homo_ev": -8.76, "gap_ha": 0.296, "elements": ["Au", "O", "C", "C", "C", "N", "C", "Br", "C", "H", "H", "H", "H", "O", "C", "C", "C", "C", "O", "N", "H", "H", "H", "H"], "positions_angstrom": [[-0.53, -0.65, 0.35], [-3.33, 3.40, -3.21], [-2.35, 2.68, -2.54], [-1.59, 1.70, -3.17], [-1.01, 0.71, -2.40], [-1.07, 0.79, -1.04], [-1.67, 1.85, -0.49], [-1.11, 2.35, 1.20], [-2.41, 2.79, -1.12], [-2.95, 3.97, -3.96], [-1.49, 1.64, -4.23], [-0.24, 0.02, -2.78], [-2.88, 3.63, -0.61], [1.34, 0.15, 2.86], [1.45, -1.00, 2.47], [2.48, -1.97, 3.04], [2.70, -3.03, 1.90], [1.39, -2.85, 1.13], [1.03, -3.62, 0.26], [0.66, -1.68, 1.57], [1.89, -2.41, 3.88], [3.32, -1.54, 3.47], [2.86, -4.08, 2.19], [3.50, -2.82, 1.22]], "mulliken_charge": [0.33, -0.49, 0.83, -0.67, -0.24, -0.51, 0.64, -0.13, -0.68, 0.36, 0.36, 0.38, 0.40, -0.62, 0.40, -0.51, -0.36, 0.35, -0.59, -0.35, 0.20, 0.39, 0.27, 0.24]}



{"formula": "C9H8FN", "method": "ωB97M-V/def2-TZVPD", "charge": 0, "relative_energy_kj_mol": 29.00, "fmax_ha_per_bohr": 0.063, "e_homo_ev": -8.77, "gap_ha": 0.323, "smiles": "CC1=CC=C(C#N)[C@@]2(F)C[C@@H]12", "elements": ["C", "C", "C", "C", "C", "C", "N", "C", "F", "C", "C", "H", "H", "H", "H", "H", "H", "H", "H"], "positions_angstrom": [[-1.86, -1.70, -0.57], [-0.94, -0.67, -0.06], [-1.12, 0.13, 1.04], [-0.37, 1.34, 1.18], [0.64, 1.66, 0.37], [1.39, 2.87, 0.38], [2.21, 3.68, 0.37], [1.23, 0.56, -0.54], [2.05, 0.94, -1.58], [1.50, -0.76, -0.05], [0.27, -0.59, -0.80], [-2.94, -1.40, -0.75], [-1.81, -2.54, 0.15], [-1.37, -2.14, -1.47], [-2.01, -0.09, 1.58], [-0.84, 1.99, 2.01], [1.30, -0.98, 0.93], [2.36, -1.25, -0.40], [0.33, -1.04, -1.81]], "mulliken_charge": [-1.28, 0.80, -0.76, -0.27, 0.32, -0.01, -0.50, 0.88, -0.33, -1.06, -0.44, 0.31, 0.29, 0.34, 0.45, 0.29, 0.33, 0.33, 0.29]}



{"formula": "C9H8N2O", "method": "ωB97M-V/def2-TZVPD", "charge": 2, "relative_energy_kj_mol": 0.00, "fmax_ha_per_bohr": 0.110, "e_homo_ev": -18.40, "gap_ha": 0.351, "smiles": "C#[N+]C1=C[C@@H]2C[C@H]1c1coc[n+]12", "elements": ["C", "N", "C", "C", "C", "C", "C", "C", "C", "O", "C", "N", "H", "H", "H", "H", "H", "H", "H", "H"], "positions_angstrom": [[1.11, -0.59, 3.36], [0.47, -0.63, 2.42], [0.05, -0.65, 1.19], [-1.15, -0.93, 0.74], [-1.12, -0.87, -0.79], [0.38, -1.38, -0.99], [1.04, -0.37, -0.01], [0.66, 0.95, -0.47], [0.73, 2.19, -0.81], [-0.43, 2.64, -1.40], [-1.33, 1.74, -1.53], [-1.03, 0.59, -1.01], [1.69, -0.73, 4.30], [-2.00, -1.18, 1.46], [-1.74, -1.58, -1.31], [0.44, -2.31, -0.62], [0.86, -1.23, -2.04], [2.15, -0.60, 0.23], [1.58, 2.97, -0.69], [-2.37, 1.97, -2.04]], "mulliken_charge": [0.21, 0.15, -0.16, -0.42, -0.17, -0.94, -0.04, 0.15, -0.33, -0.21, 0.14, 0.11, 0.48, 0.43, 0.50, 0.47, 0.33, 0.57, 0.37, 0.36]}



{"formula": "C9H8N2O2", "method": "ωB97M-V/def2-TZVPD", "charge": 0, "relative_energy_kj_mol": 100.14, "fmax_ha_per_bohr": 0.035, "e_homo_ev": -8.54, "gap_ha": 0.318, "smiles": "O=C1NCC=Nc2c(O)cccc21", "elements": ["O", "C", "N", "C", "C", "N", "C", "C", "O", "C", "C", "C", "C", "H", "H", "H", "H", "H", "H", "H", "H"], "positions_angstrom": [[1.93, 0.65, 2.18], [0.84, 0.67, 1.60], [-0.02, 1.70, 1.78], [-1.38, 1.63, 1.29], [-1.47, 1.91, -0.19], [-0.87, 1.21, -1.05], [-0.18, 0.04, -0.67], [-0.32, -0.97, -1.64], [-0.91, -0.64, -2.81], [0.22, -2.28, -1.50], [0.93, -2.55, -0.30], [1.09, -1.56, 0.65], [0.51, -0.30, 0.50], [0.33, 2.37, 2.48], [-2.02, 2.31, 1.86], [-1.80, 0.59, 1.53], [-2.10, 2.70, -0.54], [-1.06, 0.30, -2.75], [0.10, -3.04, -2.28], [1.43, -3.53, -0.23], [1.68, -1.74, 1.52]], "mulliken_charge": [-0.66, 0.34, -0.13, -0.69, -0.17, -0.63, 0.84, 0.37, -0.61, -0.82, -0.31, -1.07, 0.51, 0.27, 0.39, 0.31, 0.42, 0.42, 0.40, 0.34, 0.49]}



{"formula": "C9H8N2O2S2", "method": "ωB97M-V/def2-TZVPD", "charge": 0, "relative_energy_kj_mol": 0.00, "fmax_ha_per_bohr": 0.052, "e_homo_ev": -8.50, "gap_ha": 0.279, "elements": ["C", "C", "C", "C", "C", "C", "C", "C", "C", "N", "N", "O", "O", "S", "S", "H", "H", "H", "H", "H", "H", "H", "H"], "positions_angstrom": [[-0.60, 1.88, 0.65], [-1.90, 1.53, 0.36], [-1.15, -0.70, -0.15], [0.45, 0.97, 0.56], [0.16, -0.35, 0.14], [-2.17, 0.23, -0.05], [1.82, 1.43, 0.80], [2.66, -0.76, -1.75], [1.89, -1.64, -1.14], [1.15, -1.39, 0.05], [-3.51, -0.17, -0.39], [-4.39, 0.65, -0.25], [-3.68, -1.30, -0.78], [2.71, 0.86, -1.02], [0.92, -2.68, 1.14], [-0.38, 2.89, 0.97], [-2.71, 2.25, 0.43], [-1.38, -1.70, -0.48], [1.96, 2.49, 0.87], [1.84, -2.66, -1.50], [2.39, 0.85, 1.53], [3.93, 0.71, -0.49], [-0.02, -3.41, 0.50]], "mulliken_charge": [-0.98, -0.58, -0.23, 0.66, 0.54, -0.49, -0.93, -0.53, -0.08, 0.03, 1.00, -0.61, -0.61, 0.11, -0.14, 0.37, 0.49, 0.51, 0.42, 0.32, 0.41, 0.21, 0.11]}



{"formula": "C9H8N2O4", "method": "ωB97M-V/def2-TZVPD", "charge": 0, "relative_energy_kj_mol": 481.52, "fmax_ha_per_bohr": 0.102, "e_homo_ev": [-8.53, -8.53], "gap_ha": [0.293, 0.293], "elements": ["C", "C", "C", "C", "C", "C", "C", "C", "C", "N", "N", "O", "O", "O", "O", "H", "H", "H", "H", "H", "H", "H", "H"], "positions_angstrom": [[-0.84, 2.95, 0.48], [-1.01, 1.89, 1.39], [-0.51, 2.65, -0.84], [-0.75, 0.58, 0.98], [-0.21, 1.31, -1.31], [-0.29, 0.25, -0.33], [2.48, -0.86, 0.06], [-1.14, -4.40, -0.44], [1.38, -1.47, 0.81], [0.79, -1.17, -1.66], [-0.07, -1.07, -0.73], [-2.27, -4.50, -0.26], [3.59, -0.67, 0.42], [-0.03, -4.46, -0.78], [2.20, -0.72, -1.30], [-1.17, 4.02, 0.75], [-1.16, 1.98, 2.44], [-0.80, 3.30, -1.61], [-0.83, -0.24, 1.70], [-0.08, 1.16, -2.38], [1.63, -2.46, 1.01], [0.87, -0.98, 1.71], [0.85, -2.14, -2.00]], "mulliken_charge": [-0.37, -0.64, -0.48, -0.23, -0.33, 0.35, 0.65, 0.74, -0.51, -0.28, -0.15, -0.34, -0.52, -0.39, -0.30, 0.26, 0.37, 0.35, 0.52, 0.38, 0.33, 0.28, 0.31]}



{"formula": "C9H8N2O6Pd", "method": "ωB97M-V/def2-TZVPD", "charge": 0, "s2": 2.019, "fmax_ha_per_bohr": 0.040, "e_homo_ev": [-7.04, -9.79], "spin_multiplicity": 3, "gap_ha": [0.214, 0.226], "elements": ["Pd", "O", "C", "O", "C", "C", "C", "C", "C", "N", "C", "O", "O", "H", "H", "H", "H", "N", "C", "C", "O", "O", "H", "H", "H", "H"], "positions_angstrom": [[-0.14, -0.79, -0.11], [-4.06, 0.36, -0.15], [-2.80, 0.00, 0.15], [-2.01, -0.33, -0.81], [-2.34, -0.01, 1.48], [-3.00, 0.30, 2.69], [-2.33, 0.15, 3.88], [-0.99, -0.28, 3.90], [-0.38, -0.56, 2.69], [-1.02, -0.43, 1.53], [1.06, -1.01, 2.45], [1.82, -1.18, 3.38], [1.31, -1.15, 1.20], [-4.19, 0.25, -1.11], [-4.03, 0.63, 2.65], [-2.82, 0.37, 4.81], [-0.44, -0.42, 4.81], [0.79, 1.59, -0.83], [1.17, 1.16, -2.18], [1.67, -0.33, -2.19], [2.75, -0.58, -2.67], [0.82, -1.20, -1.74], [0.25, 2.46, -0.88], [1.63, 1.78, -0.28], [1.97, 1.77, -2.60], [0.29, 1.20, -2.83]], "mulliken_charge": [0.69, -0.48, 0.87, -0.80, 0.01, -0.67, -0.21, -0.55, 0.30, -0.10, 0.59, -0.61, -0.65, 0.36, 0.48, 0.44, 0.51, -0.39, -0.39, 0.67, -0.58, -0.57, 0.24, 0.26, 0.33, 0.27]}



{"formula": "C9H8N2S", "method": "ωB97M-V/def2-TZVPD", "charge": 0, "relative_energy_kj_mol": 365.22, "fmax_ha_per_bohr": 0.103, "e_homo_ev": -8.76, "gap_ha": 0.303, "elements": ["C", "C", "C", "C", "C", "C", "C", "C", "C", "N", "N", "S", "H", "H", "H", "H", "H", "H", "H", "H"], "positions_angstrom": [[-2.38, 1.10, -0.79], [-3.13, 0.09, -0.16], [-1.07, 1.08, -1.12], [-2.48, -1.07, 0.21], [-0.37, 0.01, -0.59], [-1.09, -1.04, 0.04], [2.40, 0.65, 0.21], [1.00, -0.42, -0.56], [3.04, -0.05, 1.30], [-0.18, -2.01, 0.37], [0.98, -1.71, 0.09], [2.42, 0.12, -1.52], [-3.02, 2.02, -1.17], [-4.22, 0.37, -0.18], [-0.72, 1.92, -1.67], [-2.87, -1.93, 0.67], [1.93, 1.69, 0.13], [2.99, 0.46, 2.17], [4.19, -0.26, 1.16], [2.61, -1.02, 1.41]], "mulliken_charge": [-0.09, -0.43, -0.71, -0.55, 1.37, -0.13, -0.02, -0.03, -1.05, -0.55, -0.40, -0.15, 0.19, 0.29, 0.45, 0.50, 0.38, 0.33, 0.23, 0.38]}



{"formula": "C9H8N2S2", "method": "ωB97M-V/def2-TZVPD", "charge": 0, "relative_energy_kj_mol": 17.72, "fmax_ha_per_bohr": 0.109, "e_homo_ev": -8.18, "gap_ha": 0.302, "smiles": "Cn1nc(-c2ccccc2)sc1=S", "elements": ["C", "N", "N", "C", "C", "C", "C", "C", "C", "C", "S", "C", "S", "H", "H", "H", "H", "H", "H", "H", "H"], "positions_angstrom": [[2.92, -2.43, -0.43], [1.52, -2.33, -0.24], [1.12, -1.01, -0.31], [-0.06, -0.72, 0.17], [-0.71, 0.67, 0.13], [-2.05, 0.84, 0.66], [-2.64, 2.14, 0.50], [-1.94, 3.17, -0.07], [-0.73, 3.03, -0.49], [-0.13, 1.76, -0.55], [-0.84, -2.03, 0.97], [0.63, -3.00, 0.56], [0.87, -4.60, 0.88], [3.60, -1.94, 0.27], [3.21, -3.44, -0.56], [3.09, -1.98, -1.41], [-2.52, -0.02, 1.02], [-3.66, 2.06, 0.75], [-2.32, 4.20, -0.07], [-0.24, 3.96, -0.85], [0.89, 1.66, -0.92]], "mulliken_charge": [-0.79, 0.29, -0.58, 0.19, 0.82, -0.69, -0.49, -0.44, -0.27, -0.41, -0.14, 0.18, -0.36, 0.31, 0.35, 0.29, 0.38, 0.37, 0.32, 0.30, 0.36]}



{"formula": "C9H8O2S", "method": "ωB97M-V/def2-TZVPD", "charge": 0, "relative_energy_kj_mol": 396.48, "fmax_ha_per_bohr": 0.146, "e_homo_ev": [-8.06, -7.67], "gap_ha": [0.251, 0.279], "smiles": "CC1=C(c2cccs2)C(=O)OC1", "elements": ["C", "C", "C", "C", "C", "C", "C", "S", "C", "O", "O", "C", "H", "H", "H", "H", "H", "H", "H", "H"], "positions_angstrom": [[2.53, -0.32, 0.04], [1.58, 0.69, -0.31], [-0.30, 0.73, -0.23], [-1.12, -0.34, -0.18], [-0.93, -1.72, -0.07], [-2.11, -2.49, 0.12], [-3.26, -1.73, 0.10], [-2.95, -0.05, -0.13], [-0.61, 2.13, -0.16], [-1.68, 2.60, -0.03], [0.53, 2.91, -0.06], [1.77, 2.19, -0.03], [3.04, -0.74, -0.93], [2.02, -1.05, 0.62], [3.43, 0.13, 0.55], [-0.01, -2.16, 0.12], [-2.15, -3.61, 0.16], [-4.23, -2.00, 0.29], [2.15, 2.15, 1.03], [2.28, 2.69, -0.91]], "mulliken_charge": [-0.99, 0.10, -0.09, 0.81, -0.57, -0.48, -0.38, -0.06, 0.32, -0.54, -0.34, -0.36, 0.25, 0.32, 0.32, 0.34, 0.32, 0.47, 0.28, 0.27]}



{"formula": "C9H8O4Si", "method": "ωB97M-V/def2-TZVPD", "charge": -2, "fmax_ha_per_bohr": 0.091, "e_homo_ev": -0.57, "gap_ha": 0.232, "elements": ["C", "C", "C", "C", "C", "C", "C", "C", "C", "O", "O", "O", "O", "Si", "H", "H", "H", "H", "H", "H", "H", "H"], "positions_angstrom": [[0.79, 2.12, -0.60], [1.10, 0.96, -1.25], [-0.05, 2.08, 0.58], [-0.26, -0.39, 0.18], [0.52, -0.31, -0.96], [-0.58, 0.90, 1.04], [-0.28, 3.51, 1.27], [-0.81, -1.57, 0.82], [0.75, -1.56, -1.81], [0.55, 3.94, 2.04], [-0.86, -2.72, 0.28], [-1.36, 4.03, 0.96], [-1.28, -1.46, 2.00], [-1.05, 0.09, 2.69], [1.32, 3.14, -0.89], [1.77, 0.88, -2.13], [1.78, -1.53, -2.13], [0.43, -2.41, -1.22], [0.05, -1.61, -2.73], [0.67, -0.14, 2.64], [-1.22, 0.00, 4.09], [-2.46, 0.65, 2.67]], "mulliken_charge": [-0.47, -0.63, 0.80, -0.18, 0.89, 0.42, 0.03, 0.45, -1.41, -0.68, -0.79, -0.72, -0.33, 0.22, 0.13, 0.20, 0.39, 0.31, 0.21, -0.18, -0.40, -0.26]}



{"formula": "C9H9AlClNO8S", "method": "ωB97M-V/def2-TZVPD", "charge": 0, "fmax_ha_per_bohr": 0.058, "e_homo_ev": -9.88, "gap_ha": 0.366, "elements": ["Al", "C", "C", "C", "C", "C", "C", "C", "S", "O", "O", "N", "C", "C", "O", "O", "H", "H", "H", "H", "H", "H", "H", "H", "H", "O", "Cl", "O", "O", "O"], "positions_angstrom": [[0.64, -2.51, 1.06], [-0.97, 4.62, -0.58], [-0.45, 3.22, -0.64], [0.09, 2.69, -1.81], [0.60, 1.40, -1.83], [0.57, 0.63, -0.68], [0.02, 1.13, 0.49], [-0.49, 2.41, 0.50], [1.25, -1.00, -0.74], [2.25, -1.08, -1.76], [1.85, -1.29, 0.66], [0.15, -2.16, -0.82], [-1.23, -1.75, -0.89], [-1.71, -1.37, 0.52], [-2.66, -0.68, 0.74], [-0.92, -1.88, 1.46], [-0.89, 5.11, -1.55], [-0.41, 5.20, 0.15], [-2.02, 4.62, -0.28], [0.12, 3.29, -2.71], [1.06, 1.00, -2.72], [0.03, 0.53, 1.39], [-0.92, 2.80, 1.41], [-1.84, -2.59, -1.24], [-1.38, -0.90, -1.56], [0.62, -5.29, 2.85], [1.47, -4.34, 2.34], [2.81, -4.58, 2.58], [1.10, -3.02, 2.82], [1.25, -4.22, 0.88]], "mulliken_charge": [0.43, -1.42, 0.97, -0.80, -0.49, 0.07, -0.17, -0.94, 1.34, -0.71, -0.44, -0.25, -0.60, 0.66, -0.62, -0.30, 0.36, 0.33, 0.34, 0.34, 0.45, 0.46, 0.40, 0.36, 0.35, -0.61, 1.88, -0.59, -0.40, -0.41]}